(1)
11 unconnected molecules or ions with the total composition C26H75N2O10, computed with the ωB97M-V functional and the def2-TZVPD basis.

Atoms and positions in Å:
C (0.23381, 0.23607, 1.38681)
C (0.34106, 0.30834, -0.13257)
C (0.29662, 1.76127, -0.59970)
C (-0.66274, -0.60409, -0.88583)
C (-1.65319, -1.37911, 0.01470)
N (-2.64886, -0.63857, 0.75301)
C (-3.25310, 0.39456, -0.00348)
N (-4.45617, 0.85571, 0.73158)
H (0.89708, 1.00714, 1.79770)
H (-0.76463, 0.43998, 1.76075)
H (0.64115, -0.71303, 1.72602)
H (1.34887, -0.02051, -0.38345)
H (0.52035, 1.84810, -1.66068)
H (-0.63297, 2.25056, -0.32774)
H (1.09495, 2.29205, -0.07404)
H (-1.14938, -0.02219, -1.66507)
H (-0.07066, -1.34238, -1.42616)
H (-1.02318, -1.90629, 0.74053)
H (-2.11624, -2.17153, -0.60300)
H (-3.53089, 0.10906, -1.03832)
H (-2.56752, 1.28091, -0.06236)
H (-4.26221, 0.64661, 1.70580)
H (-4.48835, 1.86547, 0.62075)
C (-1.93454, 3.99839, 3.40857)
C (-2.54808, 3.73236, 2.04502)
O (-3.92875, 4.08391, 2.03511)
H (-2.45844, 3.42526, 4.17482)
H (-0.87719, 3.72305, 3.42458)
H (-2.02211, 5.05707, 3.67171)
H (-2.48145, 2.67371, 1.79339)
H (-2.02688, 4.30298, 1.26705)
H (-3.98287, 5.02375, 2.24259)
C (2.60433, -1.80319, -4.34575)
C (2.64107, -1.01194, -3.05120)
O (2.45751, -1.84128, -1.90949)
H (1.65484, -2.33315, -4.43488)
H (2.72666, -1.15523, -5.20881)
H (3.40138, -2.55168, -4.36534)
H (1.83482, -0.27968, -3.02737)
H (3.59507, -0.47679, -2.96103)
H (3.16566, -2.49459, -1.90049)
C (4.74199, 0.32235, -8.91096)
C (4.34495, 0.04669, -7.47389)
O (4.02394, -1.32586, -7.25761)
H (3.93854, 0.03588, -9.59021)
H (4.96278, 1.38104, -9.05337)
H (5.62603, -0.25997, -9.18608)
H (3.45522, 0.61605, -7.20949)
H (5.15242, 0.34001, -6.79331)
H (4.80316, -1.84967, -7.47354)
C (-4.83609, -2.88429, 1.96717)
C (-5.17769, -2.93138, 3.43970)
O (-5.42194, -4.26085, 3.92437)
H (-5.65531, -3.29545, 1.36994)
H (-4.63084, -1.86038, 1.64987)
H (-3.94328, -3.47722, 1.75685)
H (-6.07836, -2.35197, 3.64338)
H (-4.35429, -2.50186, 4.02117)
H (-4.61250, -4.75564, 3.75493)
C (-0.44751, -6.34400, 4.43518)
C (-1.94745, -6.14139, 4.49905)
O (-2.55101, -6.41503, 3.23256)
H (-0.01811, -5.69651, 3.67015)
H (0.01681, -6.10972, 5.39284)
H (-0.19904, -7.37554, 4.16610)
H (-2.17710, -5.10623, 4.74453)
H (-2.39959, -6.78389, 5.26331)
H (-2.36139, -7.33273, 3.01082)
C (2.47229, -2.92091, 6.47273)
C (1.16919, -2.89717, 5.69471)
O (0.16443, -3.69422, 6.32263)
H (2.83662, -3.94455, 6.57522)
H (3.23715, -2.32433, 5.97282)
H (2.32779, -2.52084, 7.47951)
H (1.31149, -3.31182, 4.69785)
H (0.80631, -1.87064, 5.58840)
H (0.00823, -3.33122, 7.20134)
C (-3.57417, -4.40348, -3.77823)
C (-3.01170, -2.99317, -3.74004)
O (-1.76869, -2.94036, -3.05705)
H (-3.69845, -4.78487, -2.76456)
H (-4.54139, -4.42906, -4.28477)
H (-2.89156, -5.07828, -4.30312)
H (-3.68440, -2.32949, -3.19915)
H (-2.89016, -2.60208, -4.75828)
H (-1.14488, -3.51098, -3.51975)
C (2.22764, 1.32530, 4.65124)
C (1.88456, -0.06978, 5.13430)
O (0.77857, -0.04831, 6.03586)
H (2.46177, 1.97175, 5.49917)
H (3.08215, 1.30897, 3.97276)
H (1.37905, 1.76614, 4.12498)
H (2.72394, -0.50464, 5.67764)
H (1.64498, -0.72340, 4.28945)
H (0.02301, 0.31527, 5.55850)
C (-0.85013, 7.95568, 2.43017)
C (-2.11751, 8.19888, 1.63155)
O (-3.21202, 7.44123, 2.13948)
H (-0.59245, 6.89628, 2.41811)
H (-0.01363, 8.52502, 2.02180)
H (-0.98902, 8.24781, 3.47425)
H (-1.98151, 7.88868, 0.59726)
H (-2.37707, 9.26331, 1.63969)
H (-3.35807, 7.70877, 3.05380)
C (6.85240, 4.35702, -7.81716)
C (5.63424, 4.72500, -8.64478)
O (4.50973, 3.91377, -8.31851)
H (7.10943, 3.30768, -7.96651)
H (7.71254, 4.97083, -8.08899)
H (6.65238, 4.49707, -6.75244)
H (5.83097, 4.56752, -9.70417)
H (5.37737, 5.77967, -8.49957)
H (4.30944, 4.04844, -7.38528)

Computed properties:
total charge = -1
energy relative to the best compared isomer or geometry (same formula, charge and spin) = 0.645 eV
orbital gap = 3.12 eV


(2)
A molecular structure, C26H24Br4N4O4PdS, computed with the ωB97M-V functional and the def2-TZVPD basis.

Atoms and positions in Å:
Pd (-0.84868, 0.38691, -0.64268)
C (1.50621, -7.31645, 1.50323)
C (1.40367, -5.86965, 1.10890)
C (0.28379, -5.38911, 0.42926)
C (0.18424, -4.05768, 0.07329)
C (1.23050, -3.19683, 0.39827)
C (2.35997, -3.64642, 1.07904)
C (2.43545, -4.98341, 1.42096)
S (1.07285, -1.51920, 0.01751)
O (2.24492, -0.83472, 0.52091)
O (0.76007, -1.31428, -1.39617)
N (-0.31787, -0.96907, 0.64472)
C (-0.53108, -0.65775, 2.00935)
C (-0.12530, -1.40917, 3.07439)
C (-0.48140, -1.01003, 4.38592)
C (-1.22492, 0.11126, 4.61554)
C (-1.64340, 0.90643, 3.52164)
C (-2.39503, 2.09897, 3.64183)
C (-2.72961, 2.81253, 2.52578)
C (-2.31801, 2.34330, 1.26432)
N (-1.62433, 1.23901, 1.11886)
C (-1.28056, 0.50827, 2.22600)
H (0.62217, -7.87699, 1.20690)
H (1.62751, -7.41094, 2.58321)
H (2.37714, -7.78077, 1.03816)
H (-0.51803, -6.07131, 0.17686)
H (-0.68603, -3.68864, -0.45438)
H (3.15591, -2.95766, 1.32311)
H (3.31180, -5.35110, 1.94079)
H (0.45006, -2.31293, 2.92241)
H (-0.15889, -1.62142, 5.21810)
H (-1.49987, 0.40286, 5.62056)
H (-2.69870, 2.43735, 4.62535)
H (-3.30639, 3.72429, 2.59047)
H (-2.56745, 2.88671, 0.36054)
Br (-5.14560, 0.83554, -6.45966)
C (-4.06046, 1.11799, -4.98588)
C (-3.66535, 2.54226, -4.65469)
Br (-4.37786, 3.88787, -5.68859)
C (-2.83050, 2.85904, -3.63918)
Br (-2.29111, 4.59920, -3.20673)
C (-2.30281, 1.79965, -2.81336)
O (-1.50850, 1.98643, -1.89859)
C (-2.77834, 0.34116, -3.07714)
O (-2.39724, -0.48713, -2.29491)
C (-3.64749, 0.08227, -4.24129)
Br (-4.07959, -1.69498, -4.53732)
N (3.18984, 3.92648, -1.16965)
C (3.22956, 2.66640, -2.00363)
C (1.84926, 2.02445, -1.96299)
N (1.38092, 1.76086, -0.60928)
C (1.40992, 2.95113, 0.22533)
C (2.77466, 3.62417, 0.25151)
H (2.50944, 4.56849, -1.58123)
H (4.09117, 4.40316, -1.18897)
H (3.98417, 2.02342, -1.55260)
H (3.54220, 2.93930, -3.00981)
H (1.88857, 1.08625, -2.51553)
H (1.12781, 2.68111, -2.46336)
H (1.92743, 1.00856, -0.18966)
H (1.14081, 2.68665, 1.24801)
H (0.65198, 3.65471, -0.13918)
H (3.53530, 2.95609, 0.65346)
H (2.78110, 4.55713, 0.81194)

Computed properties:
total charge = +2
energy relative to the best compared isomer or geometry (same formula, charge and spin) = 0.260 eV
orbital gap = 5.53 eV


(3)
A molecular structure, C3H4N2OS, computed with the ωB97M-V functional and the def2-TZVPD basis.

Atoms and positions in Å:
C (-0.00808, 0.99099, 0.07117)
C (0.90358, -0.60878, -0.77361)
C (-0.30573, -1.09963, -0.49968)
H (0.38325, 2.91048, 0.87501)
H (-1.33721, 2.37322, 1.31937)
H (1.67391, -1.10790, -1.20492)
H (-0.22326, -3.36334, 0.55910)
N (-0.40322, 2.13057, 0.78496)
N (1.05174, 0.69175, -0.45739)
O (-0.98155, -0.02391, -0.08298)
S (-0.75343, -2.89345, -0.59103)

Computed properties:
energy relative to the best compared isomer or geometry (same formula, charge and spin) = 2.102 eV
orbital gap = 9.08 eV


(4)
2 unconnected molecules or ions with the total composition BrFHN, computed with the ωB97M-V functional and the def2-TZVPD basis.

Atoms and positions in Å:
N (-0.42771, 0.20750, -0.56314)
F (-0.11379, 1.21084, 0.31270)
Br (-1.70461, -0.81810, 0.11560)
H (2.24611, -0.60024, 0.13484)

Computed properties:
energy relative to the best compared isomer or geometry (same formula, charge and spin) = 3.634 eV
orbital gap (alpha / beta) = 10.42 / 9.69 eV


(5)
A molecular structure, C18H17BrCl5IrNO5, computed with the ωB97M-V functional and the def2-TZVPD basis.

Atoms and positions in Å:
Ir (0.55112, 0.49849, -0.26959)
C (-1.90539, 1.88672, 0.94946)
O (-1.49862, 0.58804, 0.45577)
C (-2.44702, -0.02338, -0.43877)
C (-2.25699, 0.52903, -1.83456)
O (-0.84198, 0.66249, -2.10246)
C (-0.52883, 1.73948, -2.99426)
C (0.65939, 2.43484, -2.40787)
O (0.39486, 2.60481, -0.98548)
C (1.05226, 3.80806, -0.51253)
H (-2.93759, 1.81967, 1.28595)
H (-1.26205, 2.11145, 1.79699)
H (-1.79960, 2.64853, 0.17661)
H (-2.24319, -1.08378, -0.38561)
H (-3.45781, 0.17221, -0.08259)
H (-2.70350, -0.13867, -2.57347)
H (-2.72037, 1.51294, -1.92219)
H (-0.32760, 1.36193, -3.99693)
H (-1.37677, 2.42206, -3.03344)
H (1.59293, 1.89097, -2.53035)
H (0.77647, 3.41638, -2.86691)
H (0.66058, 4.64059, -1.09585)
H (0.79161, 3.93512, 0.53217)
H (2.12529, 3.72532, -0.64203)
Br (-1.18354, -3.15550, -1.10565)
C (0.48693, -2.60058, -1.78119)
C (1.01351, -3.48849, -2.71244)
C (2.24291, -3.23287, -3.28559)
C (2.90362, -2.08138, -2.90011)
C (2.30979, -1.24890, -1.97799)
N (1.10539, -1.47180, -1.40157)
C (3.05232, 0.00303, -1.60274)
O (4.13379, 0.24125, -2.05932)
O (2.43980, 0.75663, -0.71705)
H (0.44547, -4.37113, -2.96530)
H (2.66856, -3.91312, -4.01066)
H (3.87153, -1.79290, -3.28433)
Cl (-0.19298, -1.91454, 1.52958)
C (0.61711, -0.66466, 2.36525)
C (1.17990, 0.40911, 1.58843)
C (2.04708, 1.30724, 2.31161)
Cl (2.98325, 2.47885, 1.51815)
C (2.16111, 1.24932, 3.68614)
Cl (3.12896, 2.36114, 4.52705)
C (1.47694, 0.24414, 4.41658)
Cl (1.59780, 0.18599, 6.07671)
C (0.71956, -0.74631, 3.72819)
Cl (-0.00886, -2.00598, 4.59727)

Computed properties:
total charge = +2
energy relative to the best compared isomer or geometry (same formula, charge and spin) = 1.360 eV
2S+1 = 2
orbital gap (alpha / beta) = 7.46 / 5.43 eV


(6)
2 unconnected molecules or ions with the total composition C11H22NO5, computed with the ωB97M-V functional and the def2-TZVPD basis.

Atoms and positions in Å:
C (0.69536, -2.30461, 0.79343)
O (0.79182, -2.56360, -0.59249)
C (0.66781, -1.37784, -1.35358)
C (1.97154, -0.55899, -1.34209)
C (1.85492, 0.80786, -0.68102)
C (1.23998, 1.87944, -1.55658)
O (-0.11485, 1.57942, -1.97251)
C (-1.07247, 1.89731, -1.09794)
O (-1.04037, 2.74321, -0.23184)
O (-2.16967, 1.14809, -1.37373)
C (-3.18108, 1.20887, -0.37642)
C (-4.16098, 0.10788, -0.68970)
C (-4.61765, 0.00951, -2.12694)
N (-4.57019, -0.65056, 0.24300)
H (1.57694, -1.77579, 1.16452)
H (-0.19470, -1.70799, 1.02195)
H (0.58020, -3.26143, 1.29694)
H (0.35493, -1.65289, -2.35961)
H (-0.14231, -0.77578, -0.93601)
H (2.34071, -0.44626, -2.36448)
H (2.69998, -1.13386, -0.77545)
H (1.37751, 0.73255, 0.29260)
H (2.86866, 1.15028, -0.47276)
H (1.80891, 1.93732, -2.48372)
H (1.29914, 2.85309, -1.08002)
H (-3.71479, 2.16002, -0.41103)
H (-2.77355, 1.06149, 0.61779)
H (-4.13567, -0.82845, -2.62619)
H (-4.37667, 0.90371, -2.69412)
H (-5.69141, -0.16311, -2.16505)
H (-5.25087, -1.31693, -0.11628)
C (2.53370, -0.37038, 3.75318)
C (3.74026, -0.04249, 2.84027)
O (3.40993, 0.05001, 1.53904)
H (2.08848, -1.32798, 3.46868)
H (2.83179, -0.43782, 4.81350)
H (1.76830, 0.40596, 3.66689)
H (4.51090, -0.82640, 3.08485)
H (4.19547, 0.88717, 3.28292)

Computed properties:
total charge = -1
energy relative to the best compared isomer or geometry (same formula, charge and spin) = 0.135 eV
orbital gap = 5.34 eV